(1)
ORCA calculation (the ωB97M-V functional and the def2-TZVPD basis) on a 2-piece molecular cluster, C8H14N2S overall.

Values from the calculation:
Total charge   0
Calculated total energy   -22334.168 eV
Energy above the lowest of the compared OMol25 structures with the same formula, charge and spin   453.6 kJ/mol
Kohn-Sham gap (alpha / beta)   7.58 / 6.48 eV

The geometry in XYZ format:
```
25
Properties=species:S:1:pos:R:3:forces:R:3
C 2.4755 -0.2472 -0.8824 -1.28 -0.83 1.50
H -1.6089 2.4702 0.0756 -0.37 -0.74 0.42
C -0.3848 -1.0097 -0.6802 -0.66 -0.88 0.12
H -0.4394 -0.3132 2.1133 -0.84 -1.09 0.59
H -1.8481 1.3588 1.5107 -0.99 0.21 1.04
C -0.0140 1.0319 0.5298 -1.01 0.71 1.33
C -1.2550 -3.0267 -1.7309 0.67 1.99 0.10
C -1.5533 1.4462 0.5043 1.40 -0.79 -2.39
H -1.4501 -3.8973 -2.2554 -0.33 -1.42 -0.94
H 1.9516 2.0641 0.5516 -2.02 0.46 -0.63
N -1.4212 -1.4859 0.0216 0.41 0.08 -1.62
H 0.4448 3.0220 1.0865 0.80 -0.84 -0.98
H 0.6760 2.7668 -0.7011 0.33 -1.00 1.25
S 0.0908 -1.9893 -2.1205 -1.04 -0.04 1.08
C -1.9699 -2.5305 -0.6967 0.99 -1.06 0.76
H 2.6656 -1.2961 -0.7636 -0.51 -0.42 -0.51
C 0.3559 0.3086 1.8342 0.16 2.84 0.14
N 0.1991 0.1681 -0.5267 2.27 -1.28 -2.60
H -2.0303 0.6590 -0.1613 -0.02 1.51 1.14
H -2.7545 -3.1626 -0.3146 -0.46 0.47 0.38
H 2.1641 0.2496 -1.7257 -0.19 0.51 -2.05
H 3.0315 0.3005 -0.1937 0.66 1.15 1.08
H 0.6123 1.0487 2.6220 -0.40 -0.46 -0.25
H 1.2399 -0.1977 1.5891 1.26 -1.16 0.07
C 0.8225 2.2618 0.3141 1.18 2.08 0.99
```
Positions in Å, forces in eV/Å.

=====

(2)
ORCA calculation (the ωB97M-V functional and the def2-TZVPD basis) on an isolated ion of composition C8H14N3 and charge +1.

Values from the calculation:
Total charge   +1
Calculated total energy   -12985.330 eV
SMILES   C1NCN2C(=[NH+]1)CCC21CC1
Energy above the lowest of the compared OMol25 structures with the same formula, charge and spin   248.9 kJ/mol
Kohn-Sham gap   9.95 eV

The geometry in XYZ format:
```
25
Properties=species:S:1:pos:R:3:forces:R:3
H -1.0239 -1.8042 2.1340 0.84 1.80 -0.32
C 0.2292 -1.1352 0.3690 0.56 0.75 2.56
H 1.3288 -2.9805 0.4794 -0.73 1.40 -0.36
H 1.5972 -2.8952 -1.9398 0.21 -0.99 -0.06
C 0.2394 0.1117 -1.6659 4.23 0.77 -1.10
C -0.4135 2.5084 0.3001 1.02 -0.67 -0.07
C -1.7902 2.0241 0.1194 -0.35 -2.31 -1.20
H 0.3871 1.0270 2.4471 1.67 0.55 1.00
H -2.6136 2.1682 0.8002 0.21 0.16 0.38
H -1.3281 0.7446 2.6274 -0.18 0.46 0.11
C -0.4455 0.5735 2.0308 -3.05 -2.01 -2.46
N 0.6162 -1.1775 -2.2480 -0.63 1.31 0.83
C 1.4978 -1.9535 -1.4599 -0.16 0.03 0.02
H -0.1616 -1.6701 -2.6365 -0.42 -0.32 -0.03
H 2.4248 -1.4596 -1.4339 1.50 0.54 -0.16
N 1.1172 -2.0929 -0.0283 -2.25 0.81 -0.40
H 0.1117 2.7184 -0.5776 0.55 0.35 -1.59
N -0.0465 0.0179 -0.2650 0.35 -2.65 0.27
H -2.1965 1.8257 -0.9400 0.99 0.64 1.64
H -0.5654 0.4923 -2.2090 -1.40 0.73 -0.72
H 1.1701 0.8634 -1.8147 -2.05 -1.53 0.34
H 0.0662 3.0882 1.0629 -0.73 0.42 0.80
H 0.6811 -1.0686 2.4276 -1.12 -1.13 -0.29
C -0.2830 -0.9743 1.8446 2.77 -0.89 0.18
C -0.5988 1.0483 0.5761 -1.86 1.77 0.63
```
Positions in Å, forces in eV/Å.

=====

(3)
ORCA calculation (the ωB97M-V functional and the def2-TZVPD basis) on an isolated ion of composition C8H14N3O and charge +1.

Values from the calculation:
Total charge   +1
Calculated total energy   -15034.290 eV
SMILES   C[N+]1=C2[C@@H](CCN2C(N)=O)CC1
Energy above the lowest of the compared OMol25 structures with the same formula, charge and spin   0.0 kJ/mol
Kohn-Sham gap   10.64 eV

The geometry in XYZ format:
```
26
Properties=species:S:1:pos:R:3:forces:R:3
H -2.2572 -1.3391 -1.9535 0.58 2.19 1.46
C 1.6328 1.2823 0.6501 0.34 1.09 0.96
H -0.6086 -2.9494 0.5662 -0.41 0.00 -0.29
C 0.4569 2.0896 -0.1048 1.39 0.33 -2.15
H -1.1730 1.1704 -2.2233 -0.61 -0.76 1.62
N 2.8170 -1.0401 1.9982 -1.13 3.15 -1.89
H -1.3314 1.5131 0.9416 -0.12 -0.57 -0.71
H 1.8240 1.7308 1.6962 -0.03 -0.44 -1.77
O 0.6552 -1.9078 2.1832 1.44 1.25 -0.55
H 0.5490 -2.4716 -0.6543 -1.07 -0.81 -0.17
N -0.8650 -1.0607 -0.3793 2.01 -1.98 0.78
N 1.0408 -0.0463 0.8896 -1.85 -0.92 -1.23
H 0.6949 2.2848 -1.2536 -0.22 -0.65 2.42
H 3.3505 -0.3678 1.3447 -0.78 -2.14 1.72
H 3.1043 -1.9374 2.2247 1.60 -1.63 0.68
C -0.8110 1.2011 0.0062 1.60 0.00 -0.23
H -1.1259 -3.0676 -1.2053 0.22 0.57 0.38
C -0.5581 -2.5195 -0.4391 2.27 0.93 0.52
H -2.8261 -0.8295 -0.3263 -0.56 0.65 -0.35
C -1.6971 0.9042 -1.2295 0.67 0.64 -0.77
H -2.5165 1.5628 -1.1460 -1.33 0.43 -0.33
C -0.1531 -0.1348 0.2066 -0.92 0.27 0.53
C 1.4683 -1.0821 1.7766 -0.50 -0.62 -0.40
C -2.0449 -0.5931 -1.0557 -0.74 -0.91 -0.99
H 2.6240 1.1972 0.0688 -1.62 0.28 0.75
H 0.3853 3.0926 0.3281 -0.23 -0.36 0.01
```
Positions in Å, forces in eV/Å.

=====

(4)
ORCA calculation (the ωB97M-V functional and the def2-TZVPD basis) on C8H14N3O3PPt as an isolated structure.

Values from the calculation:
Total charge   +2
Calculated total energy   -31639.448 eV
Energy above the lowest of the compared OMol25 structures with the same formula, charge and spin   761.0 kJ/mol
Kohn-Sham gap   2.86 eV

The geometry in XYZ format:
```
30
Properties=species:S:1:pos:R:3:forces:R:3
H 2.2750 -2.2456 -0.0634 -2.00 1.18 1.01
N -3.9062 1.2644 -0.3828 3.01 1.77 -0.08
C 0.3310 -1.4253 -0.9525 -4.44 -0.90 4.36
H -3.1464 0.9257 1.6592 0.96 -0.19 -2.02
C 0.5754 -2.6872 1.4122 -1.30 -3.34 6.75
H 3.4294 1.0765 -2.2169 -0.81 -0.27 1.16
C 0.7886 0.3564 2.1565 -7.99 0.81 2.26
H -0.3096 0.8214 -0.4923 -0.42 -2.08 -0.60
O 1.6637 2.5669 0.2517 1.69 -3.00 -0.67
H -1.7689 -1.0319 1.1930 -0.29 0.71 -2.25
H 0.9637 -1.3339 -1.9603 0.50 -0.25 1.46
H 2.2955 3.2095 0.7323 -0.80 -1.57 -1.04
Pt 1.2233 -1.0967 -3.4167 0.67 0.94 -1.55
H -2.8370 -1.1050 -0.4671 1.70 0.75 1.58
O 2.6346 0.6601 -1.7659 -1.01 0.03 1.35
C 1.8697 -0.3059 1.0648 -1.28 -0.68 2.19
H -3.6736 1.0724 -1.3937 -0.68 -0.26 1.23
N -0.3206 0.6445 2.7627 10.10 -2.48 -5.37
C -2.0346 -0.5281 0.1711 -1.73 0.75 0.49
C -2.7478 0.9373 0.5415 0.06 -0.78 -0.51
H 2.7863 -0.6525 1.7474 -1.71 1.06 -1.74
P 2.5423 1.0601 -0.0777 6.81 5.42 2.33
H -1.2151 -0.0452 -1.8996 0.76 -0.25 2.19
H -1.9814 1.8365 0.4745 -1.25 -1.45 0.44
N 0.2188 -3.3742 2.4541 3.04 6.11 -9.45
C 1.3175 -1.6534 0.3271 0.40 -1.48 0.11
C -0.7592 -0.2138 -0.8091 0.85 0.81 -1.55
O 4.0547 1.3763 0.3846 -5.89 -1.78 -1.98
H -3.9767 2.3256 -0.3493 -0.52 -1.62 0.01
H -0.2925 -2.4347 -1.0853 1.56 2.05 -0.09
```
Positions in Å, forces in eV/Å.

=====

(5)
ORCA calculation (the ωB97M-V functional and the def2-TZVPD basis) on a 2-piece molecular cluster, C8H14N3OS2 overall.

Values from the calculation:
Total charge   +1
Calculated total energy   -36702.905 eV
Energy above the lowest of the compared OMol25 structures with the same formula, charge and spin   37.1 kJ/mol
Kohn-Sham gap   8.59 eV

The geometry in XYZ format:
```
28
Properties=species:S:1:pos:R:3:forces:R:3
O 2.0915 1.4303 1.0400 -0.79 0.11 -1.25
C 1.5390 0.6060 0.1820 -1.79 -1.46 0.25
H -0.0474 -2.0404 -0.3975 0.33 -0.56 -0.05
C -1.9651 1.1197 -1.7881 -1.98 -0.22 -2.09
N 0.2519 0.7072 -0.3058 2.62 2.55 1.87
N -1.1497 -0.1001 -1.9497 0.02 0.77 0.65
H -2.1928 -2.0202 0.1631 -2.41 -0.03 -1.15
S -0.0072 -1.0402 2.6781 0.78 -0.23 1.01
C -1.4248 -1.1821 1.7092 -0.65 -0.27 -1.76
C 1.4556 2.7592 1.1313 -0.33 -1.75 -1.20
C 1.9538 -1.5874 -0.8364 1.03 1.27 -0.89
H -2.3065 1.0889 -0.7434 -0.36 0.53 -0.57
S -2.7482 -0.0140 2.0429 1.85 0.03 2.29
N -1.3882 -1.9663 0.6939 1.24 0.25 2.64
H 1.6889 3.1317 2.0876 -0.25 0.30 1.18
H 0.3022 -2.1247 -2.1051 -0.23 -0.44 -1.19
H 0.4335 2.5047 0.8384 -0.10 1.15 0.66
H 2.6832 -2.2962 -1.3094 -0.92 0.29 1.12
H 3.3601 -0.3665 0.3810 -0.38 -0.60 -1.01
H -2.1316 0.3871 3.3192 -1.30 -0.52 -2.11
H -1.4495 2.0738 -2.0253 0.22 -0.89 0.39
H 0.5328 -2.2647 2.4026 -0.38 0.54 -0.06
C -0.1299 -0.2220 -1.1027 0.56 -3.48 -3.37
H -2.8126 1.0883 -2.6037 1.34 -0.13 2.01
C 2.3878 -0.5108 -0.1345 1.17 -0.34 0.88
C 0.5382 -1.5804 -1.2356 0.42 1.20 1.57
H 1.9496 3.3489 0.3881 0.12 0.51 -0.48
H -1.4146 -0.9298 -2.5205 0.18 1.40 0.66
```
Positions in Å, forces in eV/Å.

=====

(6)
ORCA calculation (the ωB97M-V functional and the def2-TZVPD basis) on C8H14N4 as an isolated structure.

Values from the calculation:
Total charge   0
Calculated total energy   -14479.008 eV
Energy above the lowest of the compared OMol25 structures with the same formula, charge and spin   576.0 kJ/mol
Kohn-Sham gap   8.82 eV

The geometry in XYZ format:
```
26
Properties=species:S:1:pos:R:3:forces:R:3
C -1.8766 1.2511 0.2600 0.96 -0.82 -2.38
C 2.4414 -0.7593 0.1623 -0.36 2.32 -0.73
H -1.8122 -0.2603 -1.4398 0.06 0.57 0.03
C -1.9324 -0.1871 -0.3544 -0.23 -0.18 0.84
H -0.2360 2.8861 0.4318 -0.42 -1.50 -0.97
H -2.0745 1.1234 1.2853 0.02 0.23 1.46
H 1.6469 -2.5828 0.7106 1.56 0.79 -1.22
H -3.4221 -1.8445 -0.6498 0.47 1.88 1.43
N 0.5190 0.8946 0.0969 0.54 0.14 -0.09
H 0.6875 -0.4709 -1.5026 0.11 0.66 -0.37
H -4.1239 -0.1752 -0.3264 1.24 -1.24 1.20
H -0.5993 2.0168 -1.1701 0.52 0.59 -0.98
H 2.2702 -0.3467 2.4199 0.95 -0.60 1.93
C 1.2042 0.3503 -0.9823 1.85 -4.03 2.10
N 0.9458 0.5730 1.2815 -1.78 1.75 2.78
H 3.1209 -2.6706 -0.2769 -0.34 0.04 0.06
H -3.2654 -1.2290 1.1026 -0.38 0.89 -1.49
C -0.4749 1.9023 -0.1223 -2.02 0.05 2.63
C 1.8855 -0.2539 1.4726 -0.71 1.02 -3.88
N 2.3553 -2.1189 0.0811 -0.98 -2.29 0.28
C 3.7184 -0.0986 -0.2356 -0.56 1.34 -0.61
H -1.1070 -0.7522 0.0766 -0.01 -0.22 -0.03
H 1.7514 1.0924 -1.4685 1.01 0.64 -1.47
C -3.2536 -0.8725 0.0147 -1.30 -1.34 -1.28
H -2.7126 1.7418 -0.2147 -0.18 0.82 0.09
N 4.3441 0.7907 -0.6524 -0.01 -1.49 0.67
```
Positions in Å, forces in eV/Å.

=====

(7)
ORCA calculation (the ωB97M-V functional and the def2-TZVPD basis) on one molecule with the formula C8H14N4O2.

Values from the calculation:
Total charge   0
Calculated total energy   -18572.037 eV
SMILES   Cn1nc(N)c([N+](=O)[O-])c1C(C)(C)C
Energy above the lowest of the compared OMol25 structures with the same formula, charge and spin   477.5 kJ/mol
Kohn-Sham gap   8.59 eV

The geometry in XYZ format:
```
28
Properties=species:S:1:pos:R:3:forces:R:3
N -0.0020 -1.5187 0.1462 -0.18 3.15 -0.81
N 1.1825 -2.1511 0.0517 2.21 0.24 -0.54
H 4.0464 -0.8261 -0.2574 0.80 -1.26 0.17
H 3.5845 -2.6873 -0.1586 0.71 1.03 -0.06
O 2.0358 2.3773 -0.0719 0.39 -0.89 0.13
H 0.3075 2.1743 -1.0856 -0.02 0.76 0.34
C -0.7511 1.9680 -1.1081 1.22 -2.62 -1.55
H -2.2696 1.7284 1.3592 1.66 -0.07 0.62
H -1.5982 -2.3434 1.5137 1.64 0.97 -1.76
C 1.7346 0.1102 -0.1268 -5.62 -3.39 -0.49
H -0.7526 0.7917 2.0957 -1.00 1.49 -1.18
H -0.6286 2.4121 1.2973 1.38 2.01 0.33
H -2.0512 -2.2468 -0.1370 1.21 0.04 -0.49
N 2.4984 1.2260 -0.0513 0.23 0.98 0.39
H -0.7732 -3.3293 0.4524 0.78 -1.94 -0.72
H -2.8546 -0.3406 0.5386 0.67 1.47 -2.44
O 3.7089 0.9922 0.1127 0.43 0.43 -0.34
C -2.3782 0.1714 -0.4381 -0.56 -0.49 0.94
H -2.1147 -0.6060 -1.1483 -0.38 -0.23 -0.17
H -3.0007 0.8651 -1.0394 -0.20 -0.32 1.03
N 3.4726 -1.6807 -0.3093 -1.41 0.66 -0.12
C 2.2008 -1.2505 -0.1862 -2.51 -0.13 1.45
C -0.0417 -0.2089 -0.0488 7.07 0.91 -0.10
H -1.3854 2.7664 -0.8653 -0.71 1.36 -0.12
C -1.1431 1.5237 1.2765 -2.29 -2.83 1.38
C -1.0439 0.8760 -0.0970 -1.12 -1.20 0.43
C -1.1039 -2.3499 0.4194 -3.89 -0.60 3.20
H -0.8792 1.5565 -2.1343 -0.51 0.49 0.46
```
Positions in Å, forces in eV/Å.

=====

(8)
ORCA calculation (the ωB97M-V functional and the def2-TZVPD basis) on one molecule with the formula C8H14N4O5.

Values from the calculation:
Total charge   0
Calculated total energy   -24715.207 eV
SMILES   NC(=O)C[C@H](NC(=O)[C@@H](N)CC(N)=O)C(=O)O
Energy above the lowest of the compared OMol25 structures with the same formula, charge and spin   836.2 kJ/mol
Kohn-Sham gap   9.33 eV

The geometry in XYZ format:
```
31
Properties=species:S:1:pos:R:3:forces:R:3
C 1.7789 1.6135 -0.0096 3.45 0.90 -0.51
H 2.1760 -1.6904 -0.3799 -0.42 1.20 0.09
H -4.1434 2.0336 1.5261 0.29 -0.19 -0.17
H -2.5040 -0.5748 -1.3294 -0.22 -1.67 0.42
H -2.0330 -2.9498 0.4885 -2.89 1.34 -1.97
H 2.3335 -0.4544 -1.5724 0.11 0.49 0.21
H 5.9192 -0.8766 -0.0666 -3.44 -0.42 0.87
H 1.3069 0.1977 1.4219 0.24 -0.31 -2.04
N -2.9222 -2.4407 -0.0773 1.60 -5.59 -2.05
O 3.1761 1.8153 -0.1440 -1.11 -4.62 0.98
H -3.8065 3.3021 0.3269 1.55 -3.68 1.63
H -2.7365 -0.1619 1.7060 -0.30 -0.14 0.04
C 1.2847 0.3038 0.2663 0.82 -3.59 1.07
O -2.4584 1.1648 -1.2029 -3.05 3.19 4.71
O 3.5036 -0.1864 1.4031 3.45 -1.76 -1.70
H 4.8976 -0.4274 -1.4042 -0.50 -2.93 3.79
N -3.4568 2.3077 0.8298 -0.61 2.14 -4.40
C -3.1760 -0.1875 0.7126 0.64 2.45 -3.80
C -2.4104 -1.1714 -0.3903 0.54 1.87 3.31
O -0.2655 -2.3415 0.3406 -3.15 6.63 -1.18
C 2.3846 -0.5802 -0.4809 0.52 -2.96 -0.18
N -0.0617 0.0674 -0.2388 -0.35 -5.61 2.62
C 3.8092 -0.5654 0.2187 -9.93 4.25 7.03
O 1.1788 2.5836 -0.2380 -3.48 2.95 -0.48
H -4.2953 -0.1508 0.6405 0.82 -1.50 0.55
N 4.8439 -1.0299 -0.2931 8.93 1.16 -8.37
C -3.0304 1.2251 -0.0317 2.28 -0.76 -0.87
C -0.8663 -1.1739 0.0016 4.85 -2.26 -0.39
H -3.0337 -3.1094 -1.0209 0.56 2.32 3.17
H -0.4901 0.7597 -0.7238 -1.74 2.51 -1.54
H 3.0970 2.6981 -0.2791 0.53 4.61 -0.86
```
Positions in Å, forces in eV/Å.